Record 1
An isolated molecule of C7H11NO in a non-equilibrium geometry, computed with wB97M-V/def2-TZVPD.

```
! wB97M-V def2-TZVPD RIJCOSX def2/J DEFGRID3
* xyz 0 1
C -0.62 -2.37 2.11
C -0.69 -1.48 1.03
C -0.65 0.00 1.08
C 0.72 0.44 0.52
C 1.16 0.25 -0.87
C 0.18 -0.03 -2.05
N 1.06 1.54 -0.26
C 0.12 2.53 -0.45
O -0.88 2.50 0.38
H -0.66 -1.89 3.00
H -0.75 -3.51 1.84
H -0.79 -1.99 0.03
H -1.22 0.32 0.12
H -1.08 0.49 1.98
H 1.52 0.23 1.19
H 2.16 0.11 -1.22
H 0.41 0.69 -2.86
H -0.84 -0.12 -1.72
H 0.24 -1.11 -2.62
H 0.60 3.38 -1.22
*
```

Values from the calculation:
E, eV: -10970.4442
Lowest unoccupied orbital energy, eV: 0.8341
SMILES: C=CC[C@H]1[C@@H](C)N1C=O
ΔE to the lowest compared entry with this formula, charge and spin, kcal/mol: 111.43
HOMO energy, eV: -9.13

***

Record 2
C5H62FIInO27 as an isolated structure in a non-equilibrium geometry, computed with wB97M-V/def2-TZVPD.

```
! wB97M-V def2-TZVPD RIJCOSX def2/J DEFGRID3
* xyz -1 1
C -0.61 0.76 2.91
C -2.23 0.70 2.48
F -2.58 1.95 1.71
C -2.30 -0.52 1.33
In -1.04 0.26 -0.42
I -2.51 0.74 -2.77
C 0.55 -1.36 -0.86
C 1.79 -0.54 -1.61
O 1.78 -0.30 -2.94
H -0.01 -0.18 2.50
H -0.61 0.79 4.10
H -0.08 1.74 2.49
H -2.93 0.51 3.39
H -3.41 -0.72 0.98
H -1.81 -1.47 1.86
H -0.17 1.76 0.13
H 0.88 -1.79 0.20
H 0.10 -2.21 -1.54
H 2.65 -0.15 -0.89
O -5.11 -2.17 -2.44
H -5.21 -2.28 -3.40
H -4.35 -1.58 -2.35
O -2.65 -2.95 3.61
H -2.26 -3.78 3.93
H -3.42 -3.24 3.09
O 3.13 0.64 1.16
H 2.68 1.34 0.68
H 4.04 0.97 1.26
O 0.05 -3.39 1.43
H -0.12 -4.31 1.15
H 0.98 -3.40 1.70
O 0.17 3.09 4.72
H 0.48 4.01 4.73
H -0.78 3.17 4.50
O 0.18 -4.37 -2.57
H 1.12 -4.55 -2.68
H -0.10 -4.05 -3.44
O 2.80 4.12 4.23
H 2.73 3.21 4.56
H 2.44 4.07 3.33
O -3.90 2.45 -5.54
H -4.36 3.16 -6.03
H -2.99 2.78 -5.45
O -2.64 4.60 3.77
H -3.01 5.30 3.20
H -2.74 3.80 3.24
O 3.04 -3.25 -2.86
H 2.58 -2.55 -3.35
H 3.94 -2.92 -2.77
O 1.55 -1.93 -5.92
H 1.74 -1.43 -5.11
H 2.42 -2.07 -6.32
O -2.99 0.86 -8.34
H -3.23 1.28 -7.50
H -2.94 1.59 -8.97
O 6.02 -4.00 -2.61
H 5.85 -4.91 -2.89
H 6.95 -4.00 -2.34
O -5.25 2.29 4.40
H -4.92 3.17 4.66
H -4.75 2.09 3.60
O 3.26 0.85 4.46
H 3.20 0.88 3.49
H 3.81 0.07 4.63
O 4.92 0.52 -3.03
H 5.42 0.33 -3.84
H 4.00 0.31 -3.27
O -5.37 -2.82 3.35
H -4.84 -2.50 4.10
H -6.24 -2.40 3.48
O 1.34 3.59 -1.63
H 0.97 4.29 -2.20
H 1.24 2.78 -2.16
O 1.68 -1.69 4.52
H 1.99 -0.78 4.54
H 0.74 -1.62 4.30
O 1.51 -5.31 -4.69
H 0.86 -6.01 -4.81
H 1.11 -4.54 -5.13
O 3.81 -3.78 4.10
H 4.34 -3.46 4.84
H 2.95 -3.36 4.23
O 4.13 -6.53 -4.32
H 3.36 -6.05 -3.99
H 4.30 -6.13 -5.19
O 3.25 0.87 7.33
H 3.15 0.76 6.37
H 4.01 1.45 7.42
O -0.23 4.35 1.76
H 0.27 4.16 0.95
H -1.15 4.14 1.53
O -3.82 4.94 -4.29
H -4.78 4.82 -4.28
H -3.61 5.20 -3.38
O -4.67 6.89 -2.17
H -4.90 7.32 -1.33
H -4.61 7.63 -2.80
*
```

Values from the calculation:
E, eV: -77465.4928
Lowest unoccupied orbital energy, eV: 1.6680
HOMO energy, eV: -5.42

***

Record 3
A 2-piece molecular cluster, C28H25N7O4 overall in a non-equilibrium geometry, computed with wB97M-V/def2-TZVPD.

```
! wB97M-V def2-TZVPD RIJCOSX def2/J DEFGRID3
* xyz 0 1
C 5.89 -2.04 3.06
C 5.63 -3.22 2.36
C 4.62 -3.27 1.40
C 3.90 -2.11 1.09
C 2.89 -2.04 -0.05
C 2.93 -3.34 -0.87
C 1.88 -4.25 -0.80
C 1.93 -5.44 -1.54
C 3.02 -5.71 -2.36
C 4.10 -4.82 -2.38
C 4.08 -3.66 -1.60
C 1.47 -1.75 0.45
C 1.13 -1.79 1.82
C -0.18 -1.53 2.23
C -1.18 -1.24 1.30
C -0.86 -1.23 -0.05
C 0.45 -1.48 -0.47
C 3.28 -0.82 -0.94
C 4.78 -0.44 -1.12
C 4.86 0.16 -2.53
C 3.63 -0.38 -3.28
N 2.72 -0.82 -2.24
C 4.12 -0.94 1.83
C 5.12 -0.90 2.81
H 6.69 -2.01 3.80
H 6.21 -4.12 2.55
H 4.41 -4.21 0.88
H 1.01 -4.04 -0.16
H 1.09 -6.13 -1.47
H 3.04 -6.61 -2.96
H 4.98 -5.03 -2.99
H 4.97 -3.03 -1.54
H 1.90 -2.02 2.56
H -0.41 -1.56 3.30
H -2.20 -1.02 1.62
H -1.63 -1.05 -0.79
H 0.66 -1.43 -1.54
H 2.84 0.07 -0.45
H 5.11 0.26 -0.34
H 5.43 -1.32 -1.03
H 4.78 1.25 -2.48
H 5.79 -0.10 -3.03
H 3.15 0.39 -3.89
H 3.89 -1.22 -3.95
H 2.09 -1.56 -2.52
H 3.51 -0.05 1.63
H 5.29 0.02 3.36
O -6.06 3.91 1.27
N -5.14 3.08 1.10
O -4.06 3.10 1.72
C -5.31 2.01 0.15
C -6.46 1.90 -0.65
C -6.70 0.76 -1.40
N -7.90 0.65 -2.23
O -8.09 -0.33 -2.95
O -8.69 1.62 -2.16
C -5.74 -0.31 -1.35
N -5.67 -1.56 -1.84
N -4.49 -2.08 -1.41
N -3.83 -1.23 -0.66
N -4.59 -0.10 -0.59
C -4.31 1.03 0.13
H -7.18 2.71 -0.68
H -3.40 1.08 0.71
*
```

Values from the calculation:
E, eV: -48053.9709
Lowest unoccupied orbital energy, eV: -2.4409
SMILES: c1ccc(C(c2ccccc2)(c2ccccc2)[C@H]2CCCN2)cc1.O=[N+]([O-])c1cc([N+](=O)[O-])c2nnnn2c1
ΔE to the lowest compared entry with this formula, charge and spin, kcal/mol: 1.89
HOMO energy, eV: -8.13

***

Record 4
C24H27AsClIInO2P as an isolated structure in a non-equilibrium geometry, computed with wB97M-V/def2-TZVPD.

```
! wB97M-V def2-TZVPD RIJCOSX def2/J DEFGRID3
* xyz 2 1
C -0.12 1.91 -0.03
C -1.38 1.08 -0.04
H -0.40 2.91 0.36
H 0.35 2.04 -1.02
H 0.65 1.49 0.63
O -2.03 0.86 1.00
I -1.45 -2.11 0.26
In 2.87 -1.23 -1.32
P -2.16 0.74 -1.68
C -3.74 -0.02 -1.39
C -2.40 2.37 -2.39
H -0.06 0.19 -2.73
H -1.49 0.00 -3.81
H -1.13 -1.22 -2.54
C -1.10 -0.16 -2.79
H -1.43 2.80 -2.67
H -3.02 2.26 -3.29
H -4.45 0.32 -2.16
H -4.09 0.28 -0.40
H -2.91 3.03 -1.67
H -3.63 -1.11 -1.44
C -2.59 -1.68 2.60
O -2.97 -1.38 3.62
Cl 2.70 0.17 -3.31
C 4.85 -4.59 1.68
C 3.45 -4.68 1.66
C 2.68 -3.51 1.65
C 3.32 -2.27 1.70
C 4.72 -2.16 1.73
C 5.48 -3.34 1.72
As 2.14 -0.69 1.38
C 1.34 -0.87 3.23
C 0.12 -0.22 3.48
C -0.41 -0.22 4.77
C 0.24 -0.90 5.81
C 1.42 -1.60 5.54
C 1.99 -1.57 4.26
C 3.40 0.81 1.75
C 3.41 1.44 3.00
C 4.23 2.57 3.20
C 5.04 3.04 2.16
C 5.05 2.39 0.93
C 4.22 1.28 0.72
H 5.45 -5.51 1.69
H 2.96 -5.65 1.64
H 1.58 -3.55 1.57
H 5.19 -1.17 1.72
H 6.57 -3.27 1.73
H -0.40 0.29 2.66
H -1.31 0.36 4.99
H -0.17 -0.88 6.82
H 1.92 -2.16 6.34
H 2.93 -2.10 4.08
H 2.80 1.06 3.81
H 4.24 3.07 4.16
H 5.68 3.92 2.32
H 5.69 2.73 0.12
H 4.22 0.80 -0.27
*
```

Values from the calculation:
E, eV: -125328.5742
Lowest unoccupied orbital energy (alpha / beta), eV: -7.9632 / -9.2547
HOMO energy (alpha / beta), eV: -14.33 / -14.25

***

Record 5
A 2-piece molecular cluster, C3H7N2P overall in a non-equilibrium geometry, computed with wB97M-V/def2-TZVPD.

```
! wB97M-V def2-TZVPD RIJCOSX def2/J DEFGRID3
* xyz 0 1
C 1.64 1.66 -0.40
N 0.84 0.97 0.60
C 1.01 0.33 1.59
N 1.23 -0.17 2.63
H 1.36 2.72 -0.31
H 2.74 1.59 -0.07
H 1.45 1.08 -1.40
H 0.99 -1.08 3.00
C -2.66 -1.78 -1.19
P -1.02 -1.39 -1.14
H -2.95 -2.77 -1.60
H -3.41 -1.04 -1.07
H -1.22 -0.13 -0.63
*
```

Values from the calculation:
E, eV: -15490.4838
Lowest unoccupied orbital energy, eV: 0.1812
SMILES: CN=C=N.C=P
ΔE to the lowest compared entry with this formula, charge and spin, kcal/mol: 16.78
HOMO energy, eV: -9.34

***

Record 6
An isolated molecule of C2H9N3O in a non-equilibrium geometry, computed with wB97M-V/def2-TZVPD.

```
! wB97M-V def2-TZVPD RIJCOSX def2/J DEFGRID3
* xyz 0 1
C -1.03 -0.43 1.10
N -0.46 -0.73 -0.19
N 0.44 -1.82 -0.25
C -0.05 0.40 -1.07
N 1.00 0.96 -0.25
O 0.83 2.47 -0.50
H -1.60 -1.29 1.45
H -1.70 0.42 1.01
H -0.25 -0.19 1.84
H 1.13 -1.76 0.51
H -0.09 -2.68 -0.12
H -0.91 1.06 -1.18
H 0.30 -0.03 -2.00
H 1.91 0.78 -0.68
H 0.49 2.82 0.33
*
```

Values from the calculation:
E, eV: -8734.3740
Lowest unoccupied orbital energy, eV: 1.0001
SMILES: CN(N)CNO
ΔE to the lowest compared entry with this formula, charge and spin, kcal/mol: 93.76
HOMO energy, eV: -8.35

***

Record 7
An isolated molecule of C22H31N3OS, computed with wB97M-V/def2-TZVPD.

```
! wB97M-V def2-TZVPD RIJCOSX def2/J DEFGRID3
* xyz 0 1
C -2.45 -1.82 -1.62
C -1.73 -2.66 -0.61
C -2.13 -3.96 -0.35
C -1.45 -4.74 0.56
C -0.36 -4.22 1.23
C 0.06 -2.92 1.01
C 1.24 -2.38 1.75
C -0.63 -2.14 0.07
N -0.22 -0.81 -0.15
C 0.96 -0.48 -0.70
S 1.92 -1.59 -1.47
N 1.31 0.84 -0.62
C 0.73 1.71 0.38
C -0.51 2.47 -0.11
N -1.72 1.65 -0.05
C -2.68 1.95 -1.10
C -3.63 3.14 -0.85
C -4.93 2.70 -0.18
C -4.75 2.23 1.26
C -3.70 1.13 1.45
C -2.26 1.64 1.31
C 2.51 1.32 -1.28
C 3.68 1.33 -0.36
C 4.54 0.34 0.02
C 5.42 0.92 0.96
C 5.03 2.21 1.10
O 3.97 2.47 0.31
H -3.06 -2.45 -2.27
H -1.75 -1.26 -2.23
H -3.11 -1.11 -1.12
H -2.98 -4.37 -0.89
H -1.77 -5.76 0.75
H 0.17 -4.83 1.95
H 1.45 -2.97 2.64
H 1.07 -1.34 2.05
H 2.13 -2.39 1.11
H -0.94 -0.07 -0.11
H 0.49 1.13 1.28
H 1.49 2.44 0.66
H -0.62 3.39 0.49
H -0.34 2.76 -1.15
H -3.29 1.06 -1.27
H -2.11 2.12 -2.01
H -3.12 3.89 -0.24
H -3.87 3.60 -1.81
H -5.37 1.89 -0.77
H -5.63 3.53 -0.18
H -5.71 1.86 1.62
H -4.47 3.08 1.89
H -3.88 0.30 0.76
H -3.81 0.73 2.46
H -1.61 0.99 1.91
H -2.21 2.64 1.76
H 2.32 2.33 -1.65
H 2.71 0.65 -2.12
H 4.54 -0.67 -0.34
H 6.23 0.44 1.47
H 5.40 3.02 1.70
*
```

Values from the calculation:
E, eV: -40670.3068
Lowest unoccupied orbital energy, eV: 0.6780
SMILES: Cc1cccc(C)c1NC(=S)N(CCN1CCCCCC1)Cc1ccco1
ΔE to the lowest compared entry with this formula, charge and spin, kcal/mol: 10.55
HOMO energy, eV: -7.73

***

Record 8
A 9-piece molecular cluster, C25H34BrClF5IN9O18PS overall in a non-equilibrium geometry, computed with wB97M-V/def2-TZVPD.

```
! wB97M-V def2-TZVPD RIJCOSX def2/J DEFGRID3
* xyz 0 1
C 3.92 -4.50 1.52
C 3.10 -3.29 1.13
C 3.67 -2.10 0.74
C 2.85 -1.06 0.40
C 3.50 0.24 -0.06
C 3.41 1.24 1.12
O 3.05 2.37 1.02
I 3.94 0.49 3.10
C 1.47 -1.16 0.47
Cl 0.56 0.24 0.02
C 0.88 -2.35 0.86
C 1.73 -3.39 1.17
S 0.96 -4.92 1.65
C -0.39 -4.26 2.62
C -0.73 -4.92 3.77
C -1.75 -4.39 4.53
C -2.35 -3.23 4.12
C -2.01 -2.56 2.97
P -3.03 -1.01 2.79
O -4.57 -1.63 2.64
Br -2.74 0.02 0.86
C -1.00 -3.11 2.17
N -0.57 -2.49 0.92
C -1.08 -3.07 -0.28
F -1.24 -2.06 -1.19
F -0.25 -3.94 -0.90
C -2.46 -3.78 -0.19
F -2.84 -4.00 -1.48
F -3.42 -3.03 0.34
F -2.39 -4.98 0.37
H 4.99 -4.26 1.51
H 3.60 -4.82 2.51
H 3.71 -5.32 0.82
H 4.76 -2.03 0.69
H 4.54 0.07 -0.35
H 2.95 0.71 -0.87
H -0.23 -5.82 4.10
H -2.06 -4.85 5.46
H -3.13 -2.83 4.76
H -4.99 -1.61 3.51
C -3.18 -0.38 -3.47
N -3.02 1.04 -3.86
O -3.64 1.87 -3.22
O -2.28 1.28 -4.79
H -3.87 -0.44 -2.63
H -3.58 -0.91 -4.34
H -2.20 -0.76 -3.20
C 2.68 3.42 6.12
N 2.08 2.41 7.02
O 1.92 1.29 6.57
O 1.78 2.77 8.14
H 2.88 2.94 5.17
H 1.96 4.23 6.01
H 3.60 3.78 6.58
C 8.69 -1.91 -0.05
N 7.36 -1.43 0.42
O 6.93 -0.40 -0.06
O 6.79 -2.11 1.25
H 9.07 -1.21 -0.79
H 9.34 -1.96 0.82
H 8.55 -2.90 -0.48
C 1.59 -1.73 7.14
N 0.44 -2.68 7.15
O 0.52 -3.65 7.87
O -0.50 -2.40 6.44
H 2.35 -2.11 7.82
H 1.97 -1.69 6.12
H 1.23 -0.76 7.46
C -3.43 -0.53 -8.28
N -4.49 -1.15 -7.44
O -5.43 -1.67 -8.00
O -4.34 -1.08 -6.23
H -3.69 -0.67 -9.32
H -3.38 0.52 -8.02
H -2.49 -1.04 -8.04
C -3.98 5.09 -3.89
N -3.80 6.51 -4.29
O -4.42 7.35 -3.66
O -3.06 6.73 -5.22
H -4.67 5.04 -3.05
H -4.37 4.55 -4.75
H -3.00 4.70 -3.61
C 4.23 4.48 -1.40
N 5.52 4.97 -1.97
O 5.57 6.13 -2.31
O 6.43 4.17 -2.04
H 3.52 5.29 -1.40
H 3.89 3.67 -2.03
H 4.43 4.13 -0.39
C -7.38 5.95 -5.48
N -7.78 4.96 -4.45
O -7.86 3.80 -4.78
O -8.01 5.39 -3.34
H -7.21 5.42 -6.42
H -8.18 6.67 -5.59
H -6.47 6.43 -5.14
*
```

Values from the calculation:
E, eV: -201098.6774
Lowest unoccupied orbital energy, eV: -0.5163
SMILES: Cc1cc(CC(=O)I)c(Cl)c2c1Sc1cccc(P(O)Br)c1N2C(F)(F)C(F)(F)F.C[N+](=O)[O-].C[N+](=O)[O-].C[N+](=O)[O-].C[N+](=O)[O-].C[N+](=O)[O-].C[N+](=O)[O-].C[N+](=O)[O-].C[N+](=O)[O-]
HOMO energy, eV: -8.52